12 unconnected molecules or ions with the total composition C72H60F12. Source: the Open Molecules 2025 dataset; level of theory: the ωB97M-V functional and the def2-TZVPD basis.

The geometry in ORCA input format:
```
! RIJCOSX wB97M-V def2-TZVPD def2/J DEFGRID3
* xyz 0 1
F 8.22017 4.24868 -3.46352
C 7.11954 4.16250 -2.71008
C 6.68265 5.28205 -2.03085
C 5.53839 5.17220 -1.23393
C 4.87270 3.95902 -1.11726
C 5.33378 2.85856 -1.82885
C 6.47066 2.95422 -2.62520
H 7.19599 6.22653 -2.15344
H 5.21004 6.05597 -0.70241
H 3.98150 3.85257 -0.51184
H 4.87874 1.88084 -1.71808
H 6.85266 2.10785 -3.18158
F -1.58801 -0.14618 -0.18366
C -0.30776 0.23642 -0.00282
C 0.59623 0.09351 -1.04294
C 1.89816 0.53950 -0.84123
C 2.27315 1.10139 0.37445
C 1.36613 1.16308 1.43191
C 0.06598 0.73863 1.22793
H 0.23423 -0.20188 -2.02219
H 2.63591 0.52399 -1.63612
H 3.27059 1.49113 0.54021
H 1.67475 1.54812 2.39127
H -0.66885 0.77758 2.02423
F 4.28217 -0.62145 1.98201
C 4.06689 -1.92966 2.12680
C 5.08278 -2.79161 1.80301
C 4.84853 -4.14872 1.91186
C 3.62799 -4.61990 2.34702
C 2.61496 -3.73599 2.61545
C 2.83062 -2.37521 2.50666
H 6.01787 -2.42288 1.40333
H 5.59564 -4.84634 1.55158
H 3.47178 -5.68629 2.44373
H 1.62925 -4.10603 2.86918
H 2.02091 -1.67975 2.70732
F 3.28500 -0.10750 5.56012
C 1.94916 -0.06785 5.46960
C 1.35234 1.06880 4.94818
C 0.01301 1.03479 4.58673
C -0.74097 -0.08965 4.91032
C -0.14468 -1.20934 5.49490
C 1.23634 -1.23212 5.69014
H 1.99940 1.91488 4.73818
H -0.39660 1.92432 4.12471
H -1.80757 -0.07179 4.71151
H -0.71910 -2.11026 5.67007
H 1.75461 -2.14112 5.97679
F -5.63753 2.24660 3.96685
C -5.38679 3.00531 2.89178
C -4.34841 2.67485 2.03550
C -4.11976 3.50346 0.94727
C -4.93551 4.60096 0.70469
C -5.99262 4.87760 1.55571
C -6.19345 4.11431 2.67635
H -3.73709 1.79210 2.18592
H -3.34761 3.21617 0.24125
H -4.70380 5.27763 -0.10844
H -6.69499 5.67941 1.36998
H -7.02547 4.24818 3.35892
F 3.71189 -1.94149 -1.45514
C 3.01290 -3.08964 -1.51303
C 3.35929 -4.03254 -2.45792
C 2.67862 -5.23347 -2.51654
C 1.60938 -5.44721 -1.66675
C 1.23377 -4.47771 -0.75405
C 1.96028 -3.29624 -0.63860
H 4.28050 -3.84444 -3.01048
H 2.97737 -6.00579 -3.20912
H 1.01798 -6.35526 -1.71262
H 0.37816 -4.64693 -0.11999
H 1.63488 -2.53118 0.05541
F -6.66535 -0.03961 1.81156
C -6.61687 -0.33945 0.49701
C -5.46527 -0.02700 -0.21844
C -5.48072 -0.28252 -1.57480
C -6.53710 -0.97632 -2.13786
C -7.67376 -1.30102 -1.39277
C -7.71992 -0.93321 -0.05808
H -4.66466 0.48537 0.29714
H -4.67241 0.05845 -2.20873
H -6.39059 -1.35351 -3.14541
H -8.50142 -1.81956 -1.85673
H -8.58236 -1.13271 0.56639
F 5.49039 5.33861 1.78622
C 5.52269 4.34799 2.71838
C 6.49686 4.35445 3.69860
C 6.49984 3.31393 4.62408
C 5.55629 2.28686 4.57240
C 4.59257 2.33268 3.57688
C 4.57747 3.35506 2.64727
H 7.30726 5.07057 3.72603
H 7.32388 3.23671 5.32388
H 5.61196 1.52570 5.33815
H 3.90248 1.51332 3.40868
H 3.80886 3.36005 1.88582
F -0.61984 -3.34048 1.38194
C -1.44311 -3.35277 2.46044
C -2.32186 -2.28386 2.62081
C -3.20126 -2.27785 3.68591
C -3.19630 -3.31628 4.57725
C -2.35028 -4.40478 4.37780
C -1.46518 -4.42462 3.30725
H -2.25449 -1.46721 1.90918
H -3.89231 -1.46503 3.81631
H -3.83766 -3.28236 5.44887
H -2.34524 -5.19629 5.11421
H -0.78761 -5.26130 3.15810
F -5.19685 -3.87210 -4.38018
C -4.08415 -3.58331 -3.70503
C -3.47537 -4.56737 -2.96206
C -2.29305 -4.26615 -2.31057
C -1.72834 -2.99676 -2.39301
C -2.34333 -2.02477 -3.17995
C -3.54914 -2.32638 -3.81192
H -3.93467 -5.54018 -2.84789
H -1.80798 -4.99436 -1.67002
H -0.79269 -2.79935 -1.88215
H -1.99154 -0.99913 -3.18458
H -4.03862 -1.54060 -4.37851
F 0.34008 -2.55612 -7.38160
C 0.61549 -1.59796 -6.47921
C 1.17646 -1.96080 -5.26723
C 1.61270 -0.95570 -4.41655
C 1.42207 0.37942 -4.75490
C 0.79409 0.71387 -5.94192
C 0.41039 -0.27406 -6.82922
H 1.27293 -3.00721 -5.00274
H 2.10145 -1.24194 -3.49205
H 1.76514 1.15910 -4.08308
H 0.57334 1.75039 -6.15849
H -0.04063 -0.01971 -7.78002
F -2.09038 1.67527 -2.13759
C -2.72975 2.69069 -2.77265
C -1.99771 3.44838 -3.66605
C -2.66867 4.41353 -4.39563
C -4.01656 4.66120 -4.19429
C -4.73629 3.88542 -3.28599
C -4.07420 2.90961 -2.57059
H -0.93971 3.25207 -3.77660
H -2.10410 5.06584 -5.05344
H -4.50893 5.51118 -4.65231
H -5.79296 4.04348 -3.12942
H -4.56321 2.35211 -1.77645
*
```

Computed properties:
total energy = -108246.852 eV
HOMO energy = -9.061 eV



A molecular structure, C8H16CsO4S2. Source: the Open Molecules 2025 dataset; level of theory: the ωB97M-V functional and the def2-TZVPD basis.

The geometry in ORCA input format:
```
! RIJCOSX wB97M-V def2-TZVPD def2/J DEFGRID3
* xyz 2 2
Cs 1.89720 2.97542 -0.47083
C -1.76545 1.57861 -3.65927
C -1.95773 0.17162 -4.16802
C -1.05844 -0.81440 -3.23237
S -0.14616 0.24049 -1.96508
O 1.27353 -0.11301 -1.94630
O -0.90599 0.27172 -0.72527
C -0.36762 1.77954 -2.88372
H -2.68177 2.01918 -3.26640
H -1.80257 2.27910 -4.49356
H -1.61515 0.10685 -5.20076
H -2.99900 -0.14850 -4.20530
H -0.31881 -0.97432 -4.01689
H -1.50914 -1.79509 -3.08003
H 0.54209 1.88629 -3.47460
H -0.30303 2.63242 -2.20806
C -0.04572 -1.70447 3.52937
C 0.22385 -0.35753 4.26262
C 1.73559 0.03169 4.10023
S 2.04414 -0.40576 2.36338
O 3.22220 -1.28667 2.29688
O 1.87590 0.70512 1.36848
C 0.56212 -1.57285 2.13457
H -1.04879 -2.12715 3.58676
H 0.49705 -2.44716 4.11410
H -0.04862 -0.25129 5.31265
H -0.40289 0.42008 3.82601
H 2.26040 -0.68027 4.73725
H 2.11924 1.05059 4.15286
H 0.84763 -2.51163 1.65993
H -0.12407 -0.95877 1.55136
*
```

Computed properties:
total energy = -38944.150 eV
HOMO energy (spin up / spin down) = -15.988 / -15.988 eV



C9H19N3O4 in the gas phase. Source: the Open Molecules 2025 dataset; level of theory: the ωB97M-V functional and the def2-TZVPD basis.

The geometry in ORCA input format:
```
! RIJCOSX wB97M-V def2-TZVPD def2/J DEFGRID3
* xyz 0 1
C -0.65919 -1.18336 0.15717
C 0.52783 -0.59242 -0.65504
C -1.81729 -0.18376 0.26860
C -3.13228 -0.89910 0.73349
C -4.38673 -0.01063 0.71208
C -4.80981 0.26175 -0.74495
C 2.41809 0.84182 -0.42678
C 3.53333 -0.17119 -0.51767
C 2.75017 2.04702 0.46501
H 0.72128 -2.07196 1.33729
H -0.77104 -2.11652 1.95486
H -0.99972 -2.10571 -0.29872
H -1.62028 0.56798 1.01172
H -1.96976 0.37766 -0.67706
H -3.02503 -1.32684 1.73444
H -3.45537 -1.78187 0.14766
H -4.25063 0.88197 1.26993
H -5.22866 -0.53404 1.13614
H -3.96973 0.31943 -1.47205
H -5.34621 -0.58536 -1.12519
H -4.88582 2.27801 -1.00443
H -6.19503 1.63333 -0.12843
H 1.15604 0.42777 1.03843
H 2.34329 1.23079 -1.41837
H 1.98401 2.88002 0.35676
H 3.69393 2.55923 0.35657
H 3.45794 1.23240 1.98016
H 4.15101 -1.80928 -0.09829
N -0.10761 -1.47495 1.49225
N -5.60162 1.49050 -0.96285
N 1.24708 0.26556 0.07717
O 0.70513 -0.81095 -1.83870
O 4.49883 0.03826 -1.20932
O 2.57756 1.53736 1.73164
O 3.33098 -1.35037 0.02903
*
```

Computed properties:
total energy = -22301.384 eV
HOMO energy = -9.303 eV



For reference, energy above the lowest of the compared OMol25 structures with the same formula, charge and spin by record: 0.0, 65.6, 68.4 kJ/mol.